Record 1
Molecular formula: CH5ISi
Method: DFT, wB97M-V/def2-TZVPD

Last column: Löwdin charge in e.
Positions of all 8 atoms, in Å:
C1 0.5197 -0.7722 0.0000  -0.87
Si1 -0.7621 0.6385 0.0000  0.52
I1 2.5167 0.0543 0.0000  0.64
H1 0.4547 -1.4021 0.8812  -0.02
H2 0.4544 -1.4023 -0.8810  -0.02
H3 -2.0846 0.0110 0.0023  -0.09
H4 -0.5480 1.4378 1.2033  -0.08
H5 -0.5508 1.4349 -1.2058  -0.08

The calculation puts the lowest unoccupied orbital energy at 0.356 eV. The energy above the lowest of the compared OMol25 structures with the same formula, charge and spin comes out at 0.710 eV. The largest force on an atom is 1.07 eV Å⁻¹.

***

Record 2
Molecular formula: CH5N
Method: DFT, wB97M-V/def2-TZVPD

Last column: Löwdin charge in e.
Positions of all 7 atoms, in Å:
C1 0.4386 0.2796 -0.3149  -0.23
N1 -0.3405 -0.5484 0.6314  -0.14
H1 0.9191 1.0229 0.2675  0.06
H2 1.2861 -0.2459 -0.5752  0.03
H3 -0.2748 0.4893 -1.1109  0.07
H4 -0.9103 0.0166 1.3274  0.06
H5 -1.1181 -1.0141 -0.2254  0.16

Its SMILES is CN. The calculation puts the lowest unoccupied orbital energy at 1.060 eV. The energy above the lowest of the compared OMol25 structures with the same formula, charge and spin comes out at 1.428 eV. The largest force on an atom is 5.18 eV Å⁻¹.

***

Record 3
Molecular formula: CH5N2
Method: DFT, wB97M-V/def2-TZVPD

Last column: Löwdin charge in e.
Positions of all 8 atoms, in Å:
C1 0.0840 -0.0056 0.1701  -0.16
N1 0.1825 -0.8656 -0.7762  0.17
N2 -0.5491 1.1054 0.2522  0.21
H1 1.5845 -1.0141 1.9358  0.20
H2 0.7241 -1.7096 -0.5467  0.14
H3 -0.1999 -0.5605 -1.7417  0.20
H4 -0.7766 1.3876 1.1250  0.09
H5 -1.0495 1.6625 -0.4185  0.16

As for the total charge: +1. The calculation puts the lowest unoccupied orbital energy (alpha / beta) at -7.024 / -4.868 eV. The energy above the lowest of the compared OMol25 structures with the same formula, charge and spin comes out at 5.564 eV. The largest force on an atom is 3.88 eV Å⁻¹.

***

Record 4
Molecular formula: CH5N2
Method: DFT, wB97M-V/def2-TZVPD

Last column: Löwdin charge in e.
Positions of all 8 atoms, in Å:
N1 1.1403 -0.1473 -0.0470  0.22
C1 -0.0090 0.4077 -0.0222  -0.18
N2 -1.1613 -0.1703 0.0049  0.23
H1 1.9718 0.3668 -0.1498  0.13
H2 1.4055 -1.1060 0.1444  0.16
H3 0.0107 1.4118 0.2336  0.15
H4 -1.9965 0.3765 -0.0262  0.14
H5 -1.3614 -1.1391 -0.1378  0.15

As for the total charge: +1. Its SMILES is NC=[NH2+]. The calculation puts the lowest unoccupied orbital energy at -4.129 eV. The energy above the lowest of the compared OMol25 structures with the same formula, charge and spin comes out at 0.380 eV. The largest force on an atom is 2.80 eV Å⁻¹.

***

Record 5
Molecular formula: CH5N2O
Method: DFT, wB97M-V/def2-TZVPD

Last column: Löwdin charge in e.
Positions of all 9 atoms, in Å:
C1 0.1241 0.8757 -0.3285  -0.35
N1 -0.1025 -1.4106 -0.0818  -0.12
N2 -0.6828 -0.2164 -0.5932  -0.38
O1 -2.1980 0.0265 0.2710  -0.39
H1 0.0373 1.8210 -1.0494  0.06
H2 0.0311 1.4660 0.6427  0.03
H3 1.2918 0.6870 -0.3157  0.05
H4 -0.4097 -1.6122 0.9349  0.05
H5 -0.5791 -2.2050 -0.5562  0.04

As for the spin multiplicity: 3. As for the total charge: -1. The calculation puts the lowest unoccupied orbital energy (alpha / beta) at 5.124 / 4.916 eV. The energy above the lowest of the compared OMol25 structures with the same formula, charge and spin comes out at 1.505 eV. The largest force on an atom is 4.58 eV Å⁻¹.

***

Record 6
Molecular formula: CH5N2O
Method: DFT, wB97M-V/def2-TZVPD

Last column: Löwdin charge in e.
Positions of all 9 atoms, in Å:
N1 -0.0686 0.6160 -0.7683  0.25
C1 -0.1276 0.0384 0.7034  -0.35
N2 0.4689 -1.1783 1.0016  0.14
O1 -0.9458 -0.9908 0.8450  0.06
H1 -0.3571 1.5806 -0.8272  0.15
H2 -0.6626 0.0017 -1.3764  0.19
H3 0.9093 0.8032 -1.1725  0.21
H4 0.1199 0.9495 1.3645  0.20
H5 0.6637 -1.8202 0.2300  0.14

As for the total charge: +1. Its SMILES is [NH3+][C@@H]1NO1. The calculation puts the lowest unoccupied orbital energy at -4.323 eV. The energy above the lowest of the compared OMol25 structures with the same formula, charge and spin comes out at 3.996 eV. The largest force on an atom is 3.86 eV Å⁻¹.

***

Record 7
Molecular formula: CH5N2O
Method: DFT, wB97M-V/def2-TZVPD

Last column: Löwdin charge in e.
Positions of all 9 atoms, in Å:
C1 -0.4418 -0.5599 -1.4611  -0.11
N1 -1.1450 -1.1883 -2.3390  0.08
N2 0.6654 1.0833 1.6103  0.33
O1 -0.7314 -1.8249 -1.0375  -0.05
H1 0.1433 1.9908 1.9764  0.24
H2 -1.0269 -1.7338 -3.1933  0.15
H3 0.1921 0.6013 0.8717  0.08
H4 0.7704 0.3852 2.3294  0.15
H5 1.5739 1.2463 1.2432  0.14

As for the total charge: +1. The calculation puts the lowest unoccupied orbital energy at -4.317 eV. The energy above the lowest of the compared OMol25 structures with the same formula, charge and spin comes out at 5.313 eV. The largest force on an atom is 2.96 eV Å⁻¹.

***

Record 8
Molecular formula: CH5N2O2
Method: DFT, wB97M-V/def2-TZVPD

Last column: Löwdin charge in e.
Positions of all 10 atoms, in Å:
C1 -0.9016 1.7708 1.5804  -0.20
N1 1.2204 -1.7986 -1.5600  -0.13
N2 -1.0715 1.1136 0.4907  -0.24
O1 -0.3515 0.0008 0.4877  -0.34
O2 0.4979 -0.6620 -1.8902  -0.28
H1 -0.0108 -0.3359 -0.9358  0.06
H2 -0.2190 1.3653 2.3370  0.03
H3 -1.5049 2.7578 1.6904  0.04
H4 0.8118 -2.6829 -1.5578  0.01
H5 1.5292 -1.5288 -0.6424  0.04

As for the total charge: -1. The calculation puts the lowest unoccupied orbital energy at 4.676 eV. The energy above the lowest of the compared OMol25 structures with the same formula, charge and spin comes out at 5.608 eV. The largest force on an atom is 3.64 eV Å⁻¹.